Record 1
DFT (wB97M-V/def2-TZVPD) results for a cluster of 9 separate species, C58H72BN3P in total at a distorted geometry.

Structure (XYZ):
```
135
Properties=species:S:1:pos:R:3:forces:R:3:mulliken_charge:R:1
C -0.81972 1.15221 4.68269 -0.1 -0.1 0.1 0.0234
C -1.03374 0.30540 3.86218 0.0 0.2 -0.9 -0.5725
C -1.17365 -0.45404 2.60613 0.3 -0.3 0.1 -0.4236
C 0.21169 -0.79602 1.91506 -1.1 0.5 0.7 -0.5937
C 1.29457 0.20370 2.30870 1.0 -0.9 -0.7 -0.9294
B 2.68810 0.17032 1.40061 -0.9 0.6 -0.2 -0.4137
C 2.35777 0.50150 -0.18716 -0.6 0.0 0.2 -0.4966
C 1.53174 1.80622 -0.42037 0.4 -0.8 -0.6 -0.1151
C 0.14233 1.50060 -1.01667 0.4 1.3 0.0 -0.8998
N 0.23345 0.81178 -2.30355 -0.8 0.1 0.1 -0.4784
N 3.64899 1.14646 2.09322 0.1 -1.0 -0.9 -0.5195
C 4.77459 1.59073 1.29231 0.7 1.5 1.1 -0.5641
C 4.58201 3.02039 0.67479 -0.6 -0.7 0.3 -0.9555
P 3.32850 -1.69824 1.52317 0.2 0.8 2.0 0.7282
N 3.61707 -2.17037 3.02852 0.1 -0.5 -0.2 -1.0993
H -0.55336 1.94413 5.32793 0.0 0.1 0.4 0.4332
H -1.77280 -1.34898 2.79541 0.1 -0.1 -0.2 0.3278
H -1.72512 0.15817 1.88702 -0.2 0.1 0.3 0.1670
H -0.01138 -0.79265 0.84460 0.2 0.0 0.0 0.1492
H 0.45562 -1.82635 2.17965 0.3 0.1 0.1 0.4149
H 0.95277 1.24587 2.29262 -0.3 -0.1 0.0 0.4059
H 1.59915 -0.03918 3.33156 -0.1 0.3 0.1 0.5892
H 3.24119 0.46177 -0.83984 0.0 0.1 0.1 0.4340
H 1.70829 -0.31126 -0.55234 0.3 -0.1 0.0 0.2713
H 2.04190 2.42433 -1.17577 0.0 0.1 0.1 -0.1867
H 1.46704 2.41741 0.48308 -0.2 0.0 0.0 0.4482
H -0.32845 2.48003 -1.19940 -0.2 -0.1 0.1 0.3741
H -0.50992 0.98859 -0.30751 0.1 -0.3 -0.1 0.0465
H -0.01432 -0.16303 -2.24029 0.4 -0.1 0.0 0.2574
H 1.14309 0.94265 -2.71866 0.1 -0.3 0.1 0.2374
H 3.15592 1.92090 2.51489 0.1 0.1 0.0 0.2533
H 5.63988 1.69832 1.97090 0.1 -0.2 -0.3 0.4092
H 5.07630 0.87796 0.52583 -0.3 -0.2 0.1 0.2363
H 5.25864 3.76035 1.10739 0.2 -0.1 -0.3 0.3727
H 3.57594 3.32336 0.97761 0.0 0.2 -0.3 0.2685
H 4.61995 2.99883 -0.41537 0.1 0.3 0.0 0.1290
H 4.50162 -1.89672 0.72455 -0.4 -0.3 -0.3 0.0355
H 2.33247 -2.56679 0.99591 0.4 0.1 -0.6 -0.0403
H 3.44948 -1.39558 3.66097 0.1 0.1 -0.1 0.3170
C 3.59087 -4.98227 0.07528 0.0 0.0 0.1 -0.2374
C 3.56508 -6.36001 -0.09294 0.0 0.0 0.0 -0.6287
C 3.44150 -6.90453 -1.36556 0.0 0.0 0.0 -0.4708
C 3.35235 -6.07047 -2.47135 0.0 0.0 0.0 -0.2915
C 3.38185 -4.69171 -2.30354 0.0 0.0 0.0 -0.6957
C 3.49691 -4.14718 -1.03127 0.0 -0.2 -0.2 0.1547
H 3.68439 -4.55825 1.06892 0.0 0.0 0.0 0.3857
H 3.64162 -7.01092 0.76920 0.0 0.0 0.0 0.4126
H 3.41572 -7.98035 -1.49471 0.0 0.0 0.0 0.4148
H 3.26038 -6.49463 -3.46417 0.0 0.0 0.0 0.3667
H 3.31437 -4.04023 -3.16642 0.0 0.0 0.0 0.3630
H 3.51532 -3.07521 -0.90249 0.0 0.0 0.0 0.2108
C 3.48885 6.83195 -1.92683 0.0 0.0 0.0 -0.5623
C 4.52521 7.43776 -2.62450 0.0 0.0 0.0 -0.3181
C 5.26715 6.70481 -3.54048 0.0 0.0 0.0 -0.3681
C 4.96663 5.36801 -3.76517 0.0 0.0 0.0 -0.4090
C 3.92819 4.76388 -3.06998 0.0 0.0 0.0 -0.3891
C 3.19190 5.49433 -2.14820 -0.1 0.0 0.0 -0.1026
H 2.91230 7.40247 -1.20952 0.0 0.0 0.0 0.3678
H 4.75553 8.48212 -2.45321 0.0 0.0 0.0 0.3535
H 6.07988 7.17537 -4.07991 0.0 0.0 0.0 0.3498
H 5.54264 4.79685 -4.48253 0.0 0.0 0.0 0.3563
H 3.69267 3.72147 -3.24550 0.0 0.0 0.0 0.3552
H 2.38604 5.02009 -1.60194 0.0 0.0 0.0 0.3666
C 7.33353 -9.90449 1.61500 0.0 0.0 0.0 -0.3386
C 6.75268 -9.45791 0.43539 0.0 0.0 0.0 -0.4424
C 6.63039 -8.09632 0.19321 0.0 0.0 0.0 -0.2973
C 7.09643 -7.18048 1.12653 0.0 0.0 0.0 -0.4653
C 7.67969 -7.62673 2.30427 0.0 0.0 0.0 -0.4077
C 7.79504 -8.98857 2.55056 0.0 0.0 0.0 -0.3708
H 7.42599 -10.96677 1.80556 0.0 0.0 0.0 0.3542
H 6.39382 -10.17214 -0.29571 0.0 0.0 0.0 0.3575
H 6.17133 -7.74730 -0.72263 0.0 0.0 0.0 0.4785
H 7.00349 -6.11883 0.93549 0.0 0.0 0.0 0.4074
H 8.04351 -6.91205 3.03156 0.0 0.0 0.0 0.3669
H 8.24529 -9.33606 3.47216 0.0 0.0 0.0 0.3487
C -3.18231 0.39911 -4.97323 -0.1 0.0 0.0 -0.5074
C -4.42321 0.60628 -5.56242 0.0 0.0 0.0 -0.5136
C -5.40830 1.30400 -4.87599 0.0 0.0 0.0 -0.4145
C -5.14938 1.80079 -3.60713 0.0 0.1 0.1 -0.3815
C -3.90749 1.59727 -3.02017 0.0 0.0 0.0 -0.6424
C -2.92322 0.89306 -3.70005 0.0 -0.1 0.0 -0.0345
H -2.41472 -0.14815 -5.50624 0.0 0.0 0.0 0.3824
H -4.62324 0.22217 -6.55563 0.0 0.0 0.0 0.3727
H -6.38016 1.46037 -5.32965 0.0 0.0 0.0 0.4927
H -5.91865 2.34623 -3.07373 0.0 0.0 0.0 0.4373
H -3.70707 1.98578 -2.02909 0.0 0.0 0.0 0.4354
H -1.95500 0.72971 -3.24010 0.0 0.1 -0.1 0.4125
C 8.56422 4.92980 4.15639 0.0 0.0 0.0 -0.4764
C 8.95132 6.25090 4.33807 0.0 0.0 0.0 -0.2998
C 8.00758 7.26664 4.27176 0.0 0.0 0.0 -0.3856
C 6.67448 6.96033 4.03259 0.0 0.0 0.0 -0.3655
C 6.28692 5.63943 3.85435 0.0 0.0 0.0 -0.4034
C 7.23258 4.62363 3.91213 0.0 0.0 0.0 -0.2632
H 9.30083 4.13777 4.20501 0.0 0.0 0.0 0.3642
H 9.99020 6.48903 4.53091 0.0 0.0 0.0 0.3473
H 8.31065 8.29760 4.40721 0.0 0.0 0.0 0.3441
H 5.93725 7.75213 3.98518 0.0 0.0 0.0 0.3578
H 5.24736 5.40011 3.66918 0.0 0.0 0.0 0.3963
H 6.93050 3.59379 3.76759 0.0 0.0 0.0 0.3869
C -6.97392 0.35858 -0.71268 0.0 0.0 -0.1 -0.6074
C -8.21636 0.56409 -1.29949 0.0 0.0 0.0 -0.2792
C -9.20675 1.24861 -0.60704 0.0 0.0 0.0 -0.4757
C -8.95158 1.73509 0.66915 0.0 0.0 0.0 -0.4607
C -7.70773 1.53186 1.25046 0.0 0.1 0.1 -0.3346
C -6.72146 0.84154 0.56224 0.1 0.0 0.0 -0.3395
H -6.20232 -0.17800 -1.25056 0.0 0.0 0.0 0.4468
H -8.41323 0.18904 -2.29690 0.0 0.0 0.0 0.4574
H -10.17768 1.40265 -1.06177 0.0 0.0 0.0 0.3874
H -9.72203 2.27171 1.20901 0.0 0.0 0.0 0.3637
H -7.50420 1.91128 2.24381 0.0 0.0 0.0 0.3525
H -5.75392 0.67943 1.02125 0.0 0.0 0.0 0.4887
C -7.17057 -1.69328 5.16266 0.0 0.0 0.0 -0.4497
C -5.96602 -2.38457 5.15596 0.0 0.0 0.0 -0.3707
C -4.79102 -1.73113 4.80912 0.0 0.0 0.0 -0.3959
C -4.81922 -0.38369 4.47792 0.1 0.1 -0.1 -0.1922
C -6.02275 0.30814 4.48882 0.0 0.0 0.0 -0.5955
C -7.19947 -0.34678 4.82648 0.0 0.0 0.0 -0.2596
H -8.08729 -2.20445 5.42966 0.0 0.0 0.0 0.3533
H -5.94332 -3.43450 5.42047 0.0 0.0 0.0 0.3633
H -3.85252 -2.27095 4.79744 0.0 0.0 0.0 0.4080
H -3.90171 0.12769 4.21156 0.0 0.0 0.0 0.3129
H -6.04207 1.36026 4.23160 0.0 0.0 0.0 0.4178
H -8.13914 0.19213 4.82840 0.0 0.0 0.0 0.3695
C -9.33831 -2.11620 -5.51800 0.0 0.0 0.0 -0.6285
C -8.96851 -0.78780 -5.35867 0.1 0.0 0.0 -0.1180
C -9.93027 0.21204 -5.40990 0.0 0.0 0.0 -0.3202
C -11.26383 -0.11745 -5.61174 0.0 0.0 0.0 -0.4417
C -11.63399 -1.44617 -5.76781 0.0 0.0 0.0 -0.4067
C -10.67099 -2.44529 -5.72494 0.0 0.0 0.0 -0.3080
H -8.58744 -2.89520 -5.48061 0.0 0.0 0.0 0.3651
H -7.92887 -0.53123 -5.19424 0.0 0.0 0.0 0.3746
H -9.64038 1.24885 -5.29138 0.0 0.0 0.0 0.3884
H -12.01465 0.66201 -5.64710 0.0 0.0 0.0 0.3638
H -12.67432 -1.70334 -5.92353 0.0 0.0 0.0 0.3530
H -10.95938 -3.48122 -5.85155 0.0 0.0 0.0 0.3601
```
Forces are in eV/Å.

## Properties
E_tot = -75748.179 eV
LUMO level = 2.00 eV
Total charge = -1
Frontier orbital gap = 6.2427 eV

---

Record 2
DFT (wB97M-V/def2-TZVPD) results for a structure of composition C4H7NSn at a distorted geometry.

Structure (XYZ):
```
13
Properties=species:S:1:pos:R:3:forces:R:3:nbo_charge:R:1
Sn 1.70190 -3.81738 -6.35746 -0.1 0.0 0.2 1.8548
C -1.14690 1.21608 0.11024 -0.1 -0.2 0.8 -0.6116
C -0.34252 0.61384 1.26577 0.0 1.4 -0.4 -0.3971
C 0.85415 -0.21186 0.82179 -0.4 -1.3 -0.9 -0.4996
C 0.57818 -1.26042 -0.24906 -0.3 -1.0 0.0 0.3683
N 0.38868 -2.12299 -1.02155 0.4 1.8 1.2 -0.3789
H -0.52345 1.86342 -0.50647 0.2 -0.2 -0.2 0.2119
H -1.86837 1.89963 0.55783 -0.4 -0.2 -0.2 0.2387
H -1.62682 0.43721 -0.48234 -0.1 0.2 -0.1 0.2090
H -0.93180 0.17111 2.06879 -0.2 -0.6 -0.4 0.2387
H 0.04426 1.49933 1.77016 0.5 -0.1 0.2 0.2318
H 1.27900 -0.70509 1.69605 0.3 -0.2 -0.3 0.2724
H 1.59370 0.41713 0.32626 0.2 0.2 0.3 0.2616
```
Forces are in eV/Å.

## Properties
E_tot = -11559.218 eV
LUMO level = -13.87 eV
Total charge = +2
Frontier orbital gap = 2.0307 eV

---

Record 3
DFT (wB97M-V/def2-TZVPD) results for a structure of composition C5H6N at a distorted geometry.

Structure (XYZ):
```
12
Properties=species:S:1:pos:R:3:forces:R:3:nbo_charge:R:1
C 1.49713 0.41035 -0.18798 -1.8 1.1 0.9 -0.3702
C 0.08228 -1.35457 0.58419 -1.1 0.7 1.1 -0.2306
C -0.78814 -0.71979 -0.49678 1.3 -0.8 0.2 -0.0774
C 0.75174 -0.77858 -0.52932 -1.1 -0.5 0.4 0.0976
C 0.32810 0.16836 0.87851 1.8 -0.4 -1.1 0.1402
N -0.91424 0.58915 0.13809 0.1 1.8 -1.1 -0.5540
H 2.38240 0.35049 0.34634 2.0 -0.5 0.4 0.2764
H 1.37437 1.35858 -0.71225 0.2 -0.4 -0.3 0.2444
H -0.15712 -2.09992 1.34611 0.9 -0.2 -0.7 0.3030
H -1.55312 -1.26488 -0.99888 -0.3 0.2 -1.0 0.2613
H -0.63596 1.46437 -0.49862 -1.9 -2.0 1.7 0.4539
H -1.68533 0.62246 0.80830 -0.2 1.0 -0.5 0.4553
```
Forces are in eV/Å.

## Properties
E_tot = -6758.765 eV
LUMO level = -4.52 eV
Total charge = +1
Frontier orbital gap = 9.8658 eV

---

Record 4
DFT (wB97M-V/def2-TZVPD) results for a cluster of 2 separate species, C3H5N3 in total at a distorted geometry.

Structure (XYZ):
```
11
Properties=species:S:1:pos:R:3:forces:R:3:nbo_charge:R:1
C -1.81824 -0.41691 0.05673 -0.1 -0.1 0.0 -0.6901
C -0.40372 -0.67023 -0.29742 0.3 -1.2 -0.3 0.2016
N 0.42121 -1.42497 -0.65133 -0.7 0.4 0.3 -0.3348
N 2.52190 -0.14340 -0.07589 -0.1 0.5 0.2 -0.3727
N 1.74562 0.79398 0.16202 -0.1 -0.5 -0.3 -0.0407
C 0.59586 1.17839 0.09597 0.6 0.5 0.0 -0.0548
H -1.93981 0.20126 0.95013 0.2 -0.1 -0.2 0.2400
H -2.36036 0.04448 -0.77382 0.2 0.0 0.1 0.2407
H -2.23738 -1.40815 0.23850 -0.2 0.2 0.0 0.2457
H 3.22287 -0.24907 0.66223 0.0 0.2 0.0 0.3443
H 0.25204 2.09463 -0.36713 0.1 0.1 0.2 0.2208
```
Forces are in eV/Å.

## Properties
E_tot = -7657.918 eV
LUMO level = 0.48 eV
Frontier orbital gap = 9.4312 eV